Entry 1:
7
Properties=species:S:1:pos:R:3:nbo_charge:R:1 method="wB97M-V/def2-TZVPD" multiplicity=1 homo_ev=-10.017 total_energy_ha=-1069.0688 homo_lumo_gap_ev=10.34 lumo_ev=0.327 charge=0
C 1.7496 -0.1534 0.2321 0.2861
N 2.9066 -0.2677 0.0895 -0.7468
N -1.9700 0.2727 -0.6037 -0.5400
Cl -1.9816 -1.3747 -0.1658 0.1147
Cl -3.3533 1.0788 0.1654 0.0627
H -1.2731 0.5911 -0.0317 0.3618
H 3.9217 -0.1467 0.3143 0.4615

=====

Entry 2:
9
Properties=species:S:1:pos:R:3:lowdin_spin:R:1 method="wB97M-V/def2-TZVPD" multiplicity=3 homo_ev="-8.219 / -10.118" total_energy_ha=-1219.3516 homo_lumo_gap_ev="8.06 / 6.30" s2=2.01 lumo_ev="-0.163 / -3.820" charge=0
C -0.2636 -0.3106 0.0213 0.0195
N -0.9949 -0.5983 1.2652 0.4818
N -0.8149 -1.0407 -1.2696 0.0020
O -1.8234 -1.4591 1.2976 0.7325
O -0.6408 0.0985 2.1855 0.7386
Cl -0.4914 -2.7439 -1.0992 0.0042
Cl -0.0050 -0.3907 -2.6585 0.0006
H -0.3575 0.7554 -0.1987 0.0090
H 0.7887 -0.5697 0.1651 0.0118

=====

Entry 3:
10
Properties=species:S:1:pos:R:3:nbo_charge:R:1 method="wB97M-V/def2-TZVPD" multiplicity=1 homo_ev=-10.869 total_energy_ha=-2023.2562 homo_lumo_gap_ev=11.15 lumo_ev=0.282 charge=0
C 1.1078 0.5248 -0.0194 -0.4213
N -1.5166 0.1251 -0.0560 -1.1026
O -0.0456 -1.8040 -0.6889 -0.9004
O -0.0685 -0.9580 1.6310 -0.9170
S -0.1696 -0.7536 0.2316 2.3017
Cl 2.4337 -0.6164 0.1690 0.0821
Cl 1.0660 1.8450 1.2036 0.0672
Cl 0.9990 1.2783 -1.6079 0.0484
H -1.4414 0.7997 -0.8568 0.4222
H -2.3649 -0.4411 -0.0061 0.4198

=====

Entry 4:
7
Properties=species:S:1:pos:R:3:nbo_charge:R:1 method="wB97M-V/def2-TZVPD" multiplicity=1 homo_ev=-9.836 total_energy_ha=-1761.2197 homo_lumo_gap_ev=9.49 smiles=ClCP(Cl)Cl lumo_ev=-0.346 charge=0
C 0.8070 -0.1659 -0.1082 -0.5733
P -1.2264 0.0111 -0.7632 0.8051
Cl -2.2270 -1.1992 0.5098 -0.2673
Cl -1.5618 1.7941 0.2535 -0.2852
Cl 2.3011 -1.3040 0.0652 -0.0673
H 1.0355 0.6526 -0.7792 0.1950
H 0.8716 0.2114 0.8222 0.1929

=====

Entry 5:
8
Properties=species:S:1:pos:R:3:nbo_charge:R:1 method="wB97M-V/def2-TZVPD" multiplicity=1 homo_ev=-10.826 total_energy_ha=-1152.0994 homo_lumo_gap_ev=10.57 lumo_ev=-0.258 charge=0
C 0.4282 1.5581 0.5936 -0.2126
N 1.2517 0.4411 0.9932 -0.7894
F 2.5501 0.2688 -1.2358 -0.5111
F 3.8392 1.2927 0.5892 -0.4963
S 2.7245 0.0884 0.4651 1.6419
Cl -0.6124 1.1138 -0.8393 -0.0565
H 0.9648 2.4073 0.3788 0.1987
H -0.0351 1.7173 1.5626 0.2253

=====

Entry 6:
8
Properties=species:S:1:pos:R:3:nbo_charge:R:1 method="wB97M-V/def2-TZVPD" multiplicity=1 homo_ev="-10.351 / -8.972" total_energy_ha=-1152.0001 homo_lumo_gap_ev="8.56 / 5.72" lumo_ev="-1.786 / -3.251" charge=0
C -0.5543 -0.4245 -0.0427 -0.2016
N 1.8651 -0.8172 1.2997 -0.8581
F 2.6747 -1.5061 -1.0755 -0.5594
F 2.9195 0.8010 -0.4776 -0.5595
S 3.0144 -0.6864 0.4151 1.5294
Cl -1.1811 -1.9324 -0.1511 0.1912
H 0.0898 -0.0673 -0.8294 0.2329
H -0.7857 0.1894 0.8101 0.2251

=====

Entry 7:
7
Properties=species:S:1:pos:R:3:nbo_charge:R:1 method="wB97M-V/def2-TZVPD" multiplicity=1 homo_ev="-8.775 / -9.504" total_energy_ha=-1281.8893 homo_lumo_gap_ev="8.54 / 7.75" lumo_ev="-0.239 / -1.749" charge=0
C 0.1231 -0.0207 0.8572 -0.7530
F -0.9089 1.3376 -1.3138 -0.5734
P 0.5852 -1.1733 -0.5025 0.2502
P 0.4710 1.0368 -0.4890 0.9424
Cl -0.1896 0.0163 2.4950 0.1369
H -2.2168 0.1256 -0.6603 0.0049
H 2.1361 -1.3223 -0.3866 -0.0080

=====

Entry 8:
7
Properties=species:S:1:pos:R:3:lowdin_spin:R:1 method="wB97M-V/def2-TZVPD" multiplicity=3 homo_ev="-6.702 / -9.577" total_energy_ha=-1281.9385 homo_lumo_gap_ev="6.05 / 7.93" s2=2.02 lumo_ev="-0.650 / -1.643" charge=0
C -1.0828 -0.5570 0.3110 0.5498
F 3.0208 0.4893 -0.4941 0.1224
P 0.2035 0.4763 -0.1298 0.3855
P 2.0660 -0.3523 0.5450 0.7367
Cl -2.6089 0.0483 -0.2127 0.1246
H -1.0915 -1.2694 1.1473 0.0203
H -0.5071 1.1647 -1.1669 0.0608

=====

Entry 9:
8
Properties=species:S:1:pos:R:3:nbo_charge:R:1 method="wB97M-V/def2-TZVPD" multiplicity=1 homo_ev="-7.573 / -7.509" total_energy_ha=-1061.7690 homo_lumo_gap_ev="7.64 / 7.54" lumo_ev="0.063 / 0.030" charge=0
C 1.0642 3.7235 -1.2469 -0.3166
N 1.2000 1.6402 -0.2798 -0.1110
N -0.8703 0.6617 -0.0174 -0.6434
N 0.0696 1.5228 -0.4420 0.0186
S -0.4056 3.6385 -1.8267 0.1373
Cl 2.3000 4.7977 -1.0873 0.1283
H -1.8467 0.9742 0.0542 0.4156
H -0.4471 -0.0912 0.3955 0.3711

=====

Entry 10:
6
Properties=species:S:1:pos:R:3:lowdin_spin:R:1 method="wB97M-V/def2-TZVPD" multiplicity=3 homo_ev="-6.144 / -10.774" total_energy_ha=-629.2191 homo_lumo_gap_ev="7.02 / 7.98" s2=2.00 lumo_ev="0.877 / -2.799" charge=0
C 0.8232 0.6586 -0.4680 0.7782
N 1.2974 -0.1581 0.2180 0.4824
O 1.7310 -0.9893 0.9627 0.6122
Cl -2.2383 -0.8297 0.4064 0.0107
H 0.1116 1.3515 -0.7182 0.1106
H -1.7250 -0.0330 -0.4009 0.0059

=====

Entry 11:
9
Properties=species:S:1:pos:R:3:lowdin_spin:R:1 method="wB97M-V/def2-TZVPD" multiplicity=3 homo_ev="-8.327 / -11.212" total_energy_ha=-1178.0489 homo_lumo_gap_ev="8.86 / 7.23" s2=2.01 lumo_ev="0.529 / -3.987" charge=0
C -2.3326 0.9508 0.2773 0.0000
N 1.7182 -2.0669 0.4334 0.8462
O -2.1545 -0.1672 0.4004 0.0001
O -2.4844 2.0716 0.0514 0.0000
O 1.0820 -0.3920 -1.3043 0.5626
S 1.4000 -1.8003 -1.0431 0.5650
Cl 0.6496 1.5324 0.6664 0.0007
H 0.5214 1.2105 -0.5845 -0.0013
H 1.6003 -1.3390 1.1030 0.0267

=====

Entry 12:
8
Properties=species:S:1:pos:R:3:nbo_charge:R:1 method="wB97M-V/def2-TZVPD" multiplicity=1 homo_ev=-9.415 total_energy_ha=-1425.8204 homo_lumo_gap_ev=9.30 smiles="O=C(Cl)N(S)S" lumo_ev=-0.111 charge=0
C 0.3667 -0.5399 0.9388 0.5984
N -0.0784 0.0059 -0.2114 -0.7509
O 1.2317 0.0353 1.6210 -0.5622
S 0.5390 1.4968 -0.4920 0.2708
S -1.4496 -0.5990 -1.2385 0.2152
Cl -0.1318 -2.1416 1.4435 -0.0097
H 1.6325 1.1915 -1.1946 0.1064
H -2.1103 0.5512 -0.8668 0.1320

=====

Entry 13:
8
Properties=species:S:1:pos:R:3:nbo_charge:R:1 method="wB97M-V/def2-TZVPD" multiplicity=1 homo_ev="-3.693 / -5.096" total_energy_ha=-1123.3737 homo_lumo_gap_ev="6.85 / 8.61" lumo_ev="3.157 / 3.513" charge=-1
C -0.5240 1.5291 -0.6931 -0.4665
O -4.2441 1.0312 -0.5541 -0.9678
O -2.8070 -0.9655 -0.7861 -0.9695
O -3.3095 0.0155 1.4192 -0.9672
S -3.1728 0.2382 -0.0265 2.1864
Cl 0.9467 1.6094 0.3062 -0.1340
H -0.2563 0.9108 -1.4566 0.1574
H -0.7092 2.5603 -0.9004 0.1612

=====

Entry 14:
8
Properties=species:S:1:pos:R:3:nbo_charge:R:1 method="wB97M-V/def2-TZVPD" multiplicity=1 homo_ev=-4.611 total_energy_ha=-1123.4081 homo_lumo_gap_ev=8.08 lumo_ev=3.469 charge=-1
C 0.4304 -0.4675 -0.2657 -0.6238
O -2.1797 -0.5516 -1.0309 -1.0028
O -0.6488 -2.2669 -2.0652 -1.0150
O -2.1545 -2.8931 -0.2890 -0.9604
S -1.3652 -1.7485 -0.8850 2.2404
Cl 1.8467 -0.9889 0.4138 -0.0390
H 0.7049 -0.3569 -1.2597 0.2039
H 0.0394 0.4127 0.2527 0.1966

=====

Entry 15:
7
Properties=species:S:1:pos:R:3:nbo_charge:R:1 method="wB97M-V/def2-TZVPD" multiplicity=1 homo_ev="-9.367 / -9.369" total_energy_ha=-1314.2094 homo_lumo_gap_ev="7.28 / 7.28" lumo_ev="-2.087 / -2.085" charge=0
C 1.0807 -0.4675 -0.2575 -0.4580
O -1.8646 -0.6049 -0.2026 -1.0294
P -1.1067 0.5585 0.2011 1.3460
S -2.2313 2.1050 0.8509 -0.4418
Cl 2.2119 -0.0202 0.9000 0.0988
H 1.4765 -0.1711 -1.2155 0.2189
H 0.4335 -1.3998 -0.2765 0.2655

=====

Entry 16:
5
Properties=species:S:1:pos:R:3:nbo_charge:R:1 method="wB97M-V/def2-TZVPD" multiplicity=1 homo_ev=-9.856 total_energy_ha=-840.7240 homo_lumo_gap_ev=9.68 lumo_ev=-0.181 charge=0
C -0.4963 -0.1470 0.2021 -0.7255
P 0.8649 -0.7972 -0.5593 0.7134
Cl 0.4893 -2.8842 -0.4140 -0.3399
H -1.0754 -0.7390 0.4558 0.1072
H -0.6238 1.3273 0.4376 0.2448

=====

Entry 17:
7
Properties=species:S:1:pos:R:3:nbo_charge:R:1 method="wB97M-V/def2-TZVPD" multiplicity=1 homo_ev="-19.673 / -19.692" total_energy_ha=-308.8687 homo_lumo_gap_ev="7.76 / 7.78" lumo_ev="-11.918 / -11.910" charge=+2
H -0.2832 -1.3476 -0.3113 0.6913
F 1.9061 -0.1541 -1.0273 -0.1071
O 0.1820 -0.4856 0.2172 -0.3809
C 1.4175 -0.1766 0.1003 0.9397
H 1.9356 0.2515 0.9716 0.2604
O -0.7950 0.1284 -0.5851 -0.4033
Cs -4.3631 1.7839 0.6346 0.9999

=====

Entry 18:
9
Properties=species:S:1:pos:R:3:nbo_charge:R:1 method="wB97M-V/def2-TZVPD" multiplicity=1 homo_ev=-3.065 total_energy_ha=-842.4205 homo_lumo_gap_ev=5.57 lumo_ev=2.504 charge=-1
C 2.4689 0.5149 -0.4427 0.6889
N -1.3720 0.7395 -0.0349 -1.1052
O -1.4321 -1.4980 -1.2483 -1.0621
O -2.2745 -1.4174 1.0777 -1.0514
F 3.2881 -0.5314 -0.2414 -0.3494
F 2.3254 1.0385 0.7999 -0.3542
S -1.1980 -1.0421 0.1371 1.5471
H -0.8126 1.0069 -0.8368 0.3477
H -0.9933 1.1893 0.7893 0.3386

=====

Entry 19:
7
Properties=species:S:1:pos:R:3:nbo_charge:R:1 method="wB97M-V/def2-TZVPD" multiplicity=1 homo_ev="-8.834 / -8.753" total_energy_ha=-1035.2953 homo_lumo_gap_ev="9.21 / 7.11" lumo_ev="0.374 / -1.648" charge=0
C 2.3529 0.2015 -0.4048 0.5439
F 3.4060 0.8033 -0.9539 -0.3249
F 2.0395 0.6605 0.8032 -0.3362
S -0.8440 1.3304 0.3365 0.0240
S -0.9803 -0.0548 -1.0070 -0.1796
H 2.2467 -0.8891 -0.5779 0.1293
H -0.1541 0.4724 1.2608 0.1436

=====

Entry 20:
7
Properties=species:S:1:pos:R:3:nbo_charge:R:1 method="wB97M-V/def2-TZVPD" multiplicity=1 homo_ev="-8.755 / -8.530" total_energy_ha=-1035.2983 homo_lumo_gap_ev="9.29 / 6.96" lumo_ev="0.534 / -1.566" charge=0
C 0.6635 1.3502 0.7834 0.5367
F 0.3684 1.3002 -0.4692 -0.3246
F -0.3799 1.0524 1.5134 -0.3211
S -1.1198 -1.2717 -1.1348 0.0459
S -0.2414 -2.1724 0.3432 -0.1620
H 1.3342 2.1259 1.0500 0.1116
H -0.0488 -1.2189 -1.9457 0.1136